Formula: C59H53FGeN3O3P3SnTe
Source: the Open Molecules 2025 dataset
Level of theory: ωB97M-V/def2-TZVPD

Structure (XYZ):
```
125
Properties=species:S:1:pos:R:3:mulliken_charge:R:1
Te -0.376 2.779 2.669 -0.83
Sn -0.286 0.429 1.489 0.80
Ge -1.425 -1.465 -4.322 1.46
P 1.230 -2.447 -1.834 2.34
P -2.716 -1.354 -0.790 1.37
P -1.032 1.677 -2.312 2.65
F -1.974 -1.925 -5.971 -0.53
O 1.197 0.797 -0.632 1.62
O -1.647 -1.018 3.661 -0.40
O 1.256 -1.528 3.320 -0.70
N 2.952 2.206 1.355 0.05
N 3.366 -0.946 3.872 0.23
N 2.152 0.256 2.227 0.79
C 1.240 -2.973 -3.591 0.89
C -4.074 -2.485 -4.559 -0.19
C 3.133 1.151 2.174 0.46
C -3.356 3.212 -2.959 -0.76
C 4.388 -0.065 3.771 -0.24
C 3.490 -0.972 -2.563 -0.31
C 2.356 -3.695 -4.035 -0.65
C -5.712 1.664 1.100 -0.80
C -5.854 -2.789 -2.985 -0.93
C -1.012 1.605 -4.159 0.07
C 1.603 2.422 -2.859 -0.55
C 1.784 4.464 -1.012 -0.95
C -0.595 1.680 -6.922 -0.92
C -2.668 -4.086 -0.448 -0.55
C -5.372 -2.867 -4.281 -0.80
C 5.595 -0.881 -1.405 -0.75
C -4.902 0.468 -0.827 -0.46
C 0.583 3.781 -1.179 -0.44
C -3.071 -2.901 0.173 0.94
C 0.428 -2.987 -5.850 -0.04
C -3.619 -5.394 1.324 -0.71
C 1.369 -5.008 1.305 -0.54
C -3.909 -0.148 -0.060 0.74
C 2.512 -4.064 -5.354 -0.95
C 3.844 -2.351 -0.638 -0.39
C -3.804 0.215 1.283 -0.69
C -5.803 1.348 -0.249 -0.73
C 4.768 -0.454 -2.439 -0.57
C -4.018 -4.228 1.954 -0.68
C -2.946 -5.319 0.111 -0.68
C 3.005 -1.926 -1.663 -0.26
C -0.686 2.869 -6.212 -1.03
C -3.757 -2.988 1.378 -0.24
C 1.529 -5.277 -1.457 -1.01
C -2.415 2.849 -1.994 0.24
C 5.132 -1.836 -0.515 -0.60
C -3.539 4.299 -0.417 -0.95
C 1.301 -4.022 -0.901 0.84
C 0.470 2.754 -2.108 0.31
C 1.699 -6.383 -0.634 -0.68
C -0.751 0.475 -6.264 -0.06
C 1.196 -3.904 0.485 -0.55
C -5.023 -2.318 -1.994 0.04
C -4.422 4.711 -1.405 -0.70
C -3.213 -1.991 -3.561 -1.27
C -2.564 3.355 -0.701 0.42
C 2.200 -0.765 3.127 -0.06
C -4.692 1.114 1.859 -1.13
C 2.890 4.140 -1.778 -0.67
C 1.538 -3.702 -6.268 -1.01
C 3.415 -2.093 4.771 -0.87
C -0.871 2.820 -4.848 0.20
C 1.633 -6.250 0.745 -0.86
C 4.316 1.002 2.953 -1.18
C 0.239 -2.608 -4.510 -1.06
C -0.996 0.409 -4.880 -1.22
C 2.793 3.111 -2.708 -0.52
C -3.711 -1.897 -2.254 0.05
C -4.350 4.137 -2.666 -0.80
H 3.647 2.843 -3.318 0.41
H 1.893 -7.352 -1.076 0.41
H -0.412 1.687 -7.989 0.43
H 3.333 -3.017 4.202 0.25
H -0.260 4.074 -0.572 0.34
H 2.142 0.944 -0.512 -0.25
H -1.688 -0.433 4.425 0.22
H 5.246 -0.261 4.399 0.35
H 1.777 -7.116 1.380 0.37
H 1.969 2.508 1.294 -0.50
H -0.904 3.745 -4.286 0.58
H -2.158 -4.038 -1.403 0.25
H -4.552 -4.273 2.895 0.44
H -5.178 5.454 -1.186 0.39
H 3.388 -4.619 -5.665 0.41
H 3.822 4.678 -1.653 0.40
H 4.355 -2.075 5.318 0.33
H 3.131 -3.951 -3.323 0.58
H 1.577 -5.402 -2.531 0.51
H -4.583 1.374 2.904 0.46
H 1.077 -0.071 -1.046 -0.92
H -5.063 4.413 -3.433 0.42
H 3.507 -3.101 0.068 0.39
H -3.833 -6.358 1.771 0.37
H -5.392 -2.271 -0.977 0.45
H -3.613 4.703 0.584 0.48
H -4.984 0.259 -1.884 0.37
H 3.602 2.969 1.460 0.32
H -2.632 -6.223 -0.395 0.46
H -3.318 2.777 -3.948 0.45
H -6.865 -3.096 -2.747 0.44
H 1.553 1.610 -3.576 0.22
H -6.004 -3.231 -5.082 0.40
H -0.763 -1.415 3.687 0.29
H -0.313 -2.729 -6.585 0.50
H 1.288 -4.894 2.378 0.54
H 5.121 0.283 -3.149 0.43
H -0.689 -0.432 -6.841 0.38
H 6.593 -0.474 -1.302 0.39
H -3.726 -2.569 -5.573 0.56
H -1.929 2.992 0.101 -0.29
H -3.049 -0.237 1.915 0.73
H -4.106 -2.097 1.879 0.37
H 0.991 -2.935 0.926 0.20
H 2.862 -0.645 -3.386 0.33
H -6.578 1.792 -0.861 0.42
H -0.596 3.824 -6.714 0.41
H 5.125 1.713 2.890 0.45
H 1.639 -3.965 -7.313 0.43
H 2.581 -2.054 5.467 0.30
H -6.419 2.350 1.549 0.38
H 1.846 5.250 -0.269 0.45
H 5.773 -2.190 0.283 0.47
```

Summary:
- DFT total energy (eV) = -172883.2236
- HOMO level (eV) = -6.59
- molecular weight (g/mol) = 1282.93
- ΔE to the lowest compared entry with this formula, charge and spin (eV) = 0.5748
- net charge = 0
- orbital gap (eV) = 6.70